1.
{
  "formula": "C8H17N3O3",
  "method": "wB97M-V/def2-TZVPD",
  "energy_ev": -19176.3492,
  "multiplicity": 1,
  "homo_lumo_gap_ha": 0.3382,
  "relative_energy_kcal_mol": 199.7,
  "total_charge": 0,
  "symbols": ["C", "C", "C", "C", "C", "C", "C", "C", "H", "H", "H", "H", "H", "H", "H", "H", "H", "H", "H", "H", "H", "H", "H", "H", "H", "N", "N", "N", "O", "O", "O"],
  "xyz": [[3.909, -0.962, -0.663], [2.717, -0.237, 0.104], [0.356, 0.489, -0.229], [0.516, 2.039, -0.296], [-0.132, 0.077, 1.200], [-1.743, 0.144, 1.193], [-2.658, -0.921, 0.210], [-4.003, -0.271, 0.097], [4.769, 0.147, 0.706], [5.856, -1.889, 0.283], [3.897, -0.732, -1.853], [3.544, -1.944, -0.736], [1.438, -1.405, -1.305], [-0.387, 0.229, -0.937], [0.212, 0.866, 2.061], [0.263, -0.952, 1.379], [-2.229, 0.019, 2.354], [-2.065, 1.249, 1.237], [-2.084, -0.625, -0.757], [-2.584, -2.111, 0.366], [-3.894, 0.917, 0.186], [-4.783, -0.873, 1.040], [-4.638, -1.268, -1.752], [-4.434, 0.512, -1.765], [1.554, 3.485, -0.724], [5.393, -0.684, -0.197], [1.571, -0.388, -0.616], [-4.699, -0.415, -1.150], [2.946, 0.297, 1.175], [-0.017, 2.651, 0.559], [1.409, 2.556, -1.172]],
  "nbo_charge": [-0.36, 0.67, -0.15, 0.79, -0.42, -0.44, -0.44, -0.20, 0.41, 0.34, 0.20, 0.19, 0.44, 0.22, 0.26, 0.22, 0.21, 0.24, 0.17, 0.23, 0.21, 0.16, 0.37, 0.36, 0.50, -0.84, -0.65, -0.87, -0.60, -0.57, -0.67]
}



2.
{
  "formula": "C4H10BrClSi",
  "method": "wB97M-V/def2-TZVPD",
  "energy_ev": -94751.9741,
  "multiplicity": 1,
  "homo_lumo_gap_ha": 0.3497,
  "relative_energy_kcal_mol": 0.0,
  "total_charge": 0,
  "symbols": ["C", "C", "C", "C", "Si", "Cl", "Br", "H", "H", "H", "H", "H", "H", "H", "H", "H", "H"],
  "xyz": [[2.343, 0.371, 0.430], [0.345, 0.670, -1.863], [-0.539, 0.256, 1.303], [-2.436, -0.815, 0.900], [0.621, -0.130, -0.265], [0.392, -2.146, -0.561], [-3.209, -0.402, -0.776], [2.944, 0.130, -0.465], [2.192, 1.483, 0.684], [2.706, -0.231, 1.274], [-0.461, 1.400, -1.668], [1.351, 1.167, -2.114], [0.006, 0.002, -2.731], [-0.192, -0.355, 2.089], [-0.858, 1.259, 1.434], [-1.899, -1.785, 0.774], [-3.306, -0.874, 1.556]],
  "nbo_charge": [-1.11, -1.20, -0.75, -0.50, 1.58, -0.40, 0.01, 0.23, 0.24, 0.25, 0.26, 0.25, 0.28, 0.21, 0.21, 0.21, 0.21]
}



3.
{
  "formula": "C27H54O27",
  "method": "wB97M-V/def2-TZVPD",
  "energy_ev": -84143.1223,
  "multiplicity": 2,
  "homo_lumo_gap_ha": [0.2969, 0.0583],
  "relative_energy_kcal_mol": 5.3,
  "total_charge": 1,
  "symbols": ["C", "O", "C", "O", "O", "C", "H", "H", "H", "H", "H", "H", "C", "O", "C", "O", "O", "C", "H", "H", "H", "H", "H", "H", "C", "O", "C", "O", "O", "C", "H", "H", "H", "H", "H", "H", "C", "O", "C", "O", "O", "C", "H", "H", "H", "H", "H", "H", "C", "O", "C", "O", "O", "C", "H", "H", "H", "H", "H", "H", "C", "O", "C", "O", "O", "C", "H", "H", "H", "H", "H", "H", "C", "O", "C", "O", "O", "C", "H", "H", "H", "H", "H", "H", "C", "O", "C", "O", "O", "C", "H", "H", "H", "H", "H", "H", "C", "O", "C", "O", "O", "C", "H", "H", "H", "H", "H", "H"],
  "xyz": [[0.800, -2.124, 1.028], [0.199, -1.271, 0.095], [0.588, -0.029, 0.074], [1.308, 0.492, 0.848], [-0.213, 0.628, -0.833], [-0.067, 2.060, -1.125], [0.135, -2.371, 1.856], [1.707, -1.720, 1.478], [1.190, -3.059, 0.626], [0.917, 2.523, -1.049], [-0.693, 2.675, -0.479], [-0.396, 2.137, -2.161], [-0.149, 2.032, 3.158], [-0.788, 2.971, 4.026], [-0.991, 4.177, 3.566], [-0.810, 4.627, 2.425], [-1.555, 4.910, 4.549], [-2.121, 6.191, 4.185], [-0.393, 2.114, 2.099], [-0.388, 0.992, 3.377], [0.919, 2.175, 3.319], [-3.060, 6.092, 3.640], [-1.398, 6.746, 3.588], [-2.152, 6.790, 5.095], [-3.415, 2.229, -3.747], [-3.997, 2.303, -2.447], [-3.602, 3.128, -1.486], [-2.792, 4.032, -1.671], [-4.285, 2.911, -0.334], [-4.260, 3.878, 0.730], [-2.330, 2.284, -3.663], [-3.799, 3.019, -4.392], [-3.613, 1.273, -4.232], [-4.765, 3.623, 1.661], [-4.772, 4.758, 0.340], [-3.241, 4.052, 1.075], [-0.725, -2.190, 5.347], [0.417, -1.892, 4.548], [1.211, -0.984, 5.030], [1.280, -0.618, 6.176], [2.048, -0.644, 3.971], [3.050, 0.341, 4.188], [-1.225, -3.113, 5.055], [-1.489, -1.451, 5.105], [-0.582, -2.241, 6.427], [3.342, 0.730, 3.213], [3.815, -0.224, 4.721], [2.903, 1.242, 4.783], [0.555, -5.284, 2.408], [0.268, -6.270, 3.410], [0.821, -6.319, 4.628], [1.454, -5.386, 5.130], [0.715, -7.559, 5.099], [1.475, -8.041, 6.276], [0.830, -5.952, 1.592], [1.400, -4.680, 2.738], [-0.255, -4.692, 1.982], [1.271, -7.565, 7.235], [2.513, -7.817, 6.031], [1.301, -9.107, 6.424], [-1.302, -3.391, -2.449], [-1.128, -4.831, -2.583], [-0.557, -5.612, -1.584], [-0.008, -5.289, -0.532], [-0.858, -6.945, -1.867], [-0.416, -8.013, -1.078], [-1.725, -3.154, -3.425], [-0.326, -2.913, -2.355], [-1.872, -3.049, -1.586], [0.628, -7.738, -0.929], [-0.489, -8.902, -1.704], [-0.958, -8.032, -0.132], [-0.333, 7.918, -7.692], [-0.004, 6.950, -6.653], [-0.883, 6.469, -5.856], [-2.121, 6.469, -5.976], [-0.230, 5.952, -4.828], [-1.035, 5.399, -3.732], [-0.342, 8.929, -7.284], [-1.316, 7.707, -8.113], [0.465, 7.920, -8.434], [-0.366, 4.951, -2.998], [-1.870, 4.755, -4.008], [-1.484, 6.205, -3.151], [0.714, 0.436, -4.646], [-0.316, 1.415, -4.773], [-0.424, 2.065, -6.026], [0.403, 1.910, -7.015], [-1.534, 2.759, -6.040], [-2.044, 3.276, -7.247], [1.723, 0.801, -4.841], [0.461, -0.396, -5.303], [0.639, 0.009, -3.646], [-1.335, 3.757, -7.921], [-2.889, 3.923, -7.009], [-2.405, 2.473, -7.890], [4.574, -1.918, -0.171], [4.650, -1.842, 1.193], [4.112, -2.777, 1.962], [3.685, -3.893, 1.669], [4.408, -2.357, 3.244], [4.114, -3.112, 4.351], [4.690, -2.947, -0.509], [5.433, -1.337, -0.507], [3.654, -1.496, -0.575], [3.226, -2.772, 4.884], [5.018, -3.136, 4.961], [3.863, -4.134, 4.067]],
  "mulliken_charge": [-0.06, -0.47, 0.66, -0.56, -0.18, -0.31, 0.01, 0.11, 0.26, 0.43, 0.24, -0.23, 0.01, -0.37, 0.83, -0.59, -0.38, -0.64, -0.05, 0.11, 0.20, 0.24, 0.31, 0.28, -0.13, -0.39, 0.76, -0.49, -0.37, -0.54, -0.18, 0.33, 0.31, 0.27, 0.32, 0.16, -1.02, 0.13, 0.40, -0.58, 0.26, -1.00, 0.24, 0.35, 0.40, 0.28, 0.25, 0.43, 0.00, -0.16, 0.86, -0.14, -0.26, -0.64, 0.19, -0.04, 0.27, 0.33, 0.35, 0.25, -0.49, -0.30, 0.59, -0.46, -0.33, -0.52, 0.27, 0.22, 0.31, 0.26, 0.23, 0.21, -0.67, -0.35, 0.91, -0.64, -0.38, -0.59, 0.30, 0.33, 0.24, 0.20, 0.22, 0.46, -0.60, -0.05, 0.52, -0.63, -0.07, -0.85, 0.34, 0.33, 0.04, 0.35, 0.26, 0.35, -0.60, -0.33, 0.96, -0.63, -0.29, -0.62, 0.37, 0.27, 0.14, 0.09, 0.31, 0.35]
}



4.
{
  "formula": "C25H32AuN2STe",
  "method": "wB97M-V/def2-TZVPD",
  "energy_ev": -51247.8655,
  "multiplicity": 1,
  "homo_lumo_gap_ha": 0.2631,
  "relative_energy_kcal_mol": 0.0,
  "total_charge": -1,
  "symbols": ["Au", "C", "C", "C", "C", "C", "C", "C", "C", "C", "C", "C", "C", "N", "C", "C", "C", "C", "C", "N", "C", "C", "C", "C", "H", "H", "H", "H", "H", "H", "H", "H", "H", "H", "H", "H", "H", "H", "H", "H", "H", "H", "H", "H", "H", "H", "H", "H", "H", "H", "H", "H", "H", "Te", "C", "C", "C", "C", "S", "H", "H", "H"],
  "xyz": [[-0.242, -1.592, -0.750], [0.398, 4.812, 1.314], [-0.648, 4.114, 0.434], [-1.319, 5.053, -0.568], [-1.750, 3.419, 1.274], [-2.674, 4.257, 1.870], [-3.819, 3.739, 2.451], [-4.095, 2.377, 2.409], [-3.224, 1.499, 1.731], [-3.633, 0.069, 1.615], [-3.870, -0.355, 0.170], [-2.662, -0.883, 2.313], [-1.993, 2.033, 1.233], [-1.014, 1.193, 0.717], [0.178, 1.265, 1.235], [1.372, 0.595, 0.818], [2.624, 0.890, 1.348], [3.523, 0.056, 0.729], [2.812, -0.716, -0.201], [1.483, -0.427, -0.119], [3.436, -1.666, -1.203], [4.388, -2.599, -0.458], [2.496, -2.559, -2.063], [4.276, -0.772, -2.124], [1.096, 5.340, 0.661], [0.990, 4.099, 1.932], [-0.092, 5.540, 1.968], [-0.125, 3.345, -0.141], [-1.783, 5.908, -0.083], [-2.084, 4.535, -1.125], [-0.526, 5.463, -1.233], [-2.559, 5.321, 1.912], [-4.429, 4.409, 3.021], [-4.942, 1.997, 2.935], [-4.567, 0.009, 2.198], [-2.942, -0.277, -0.418], [-4.628, 0.228, -0.308], [-4.156, -1.428, 0.140], [-1.673, -0.913, 1.830], [-3.077, -1.896, 2.323], [-2.564, -0.641, 3.369], [0.329, 1.945, 2.062], [2.815, 1.679, 2.038], [4.615, 0.108, 0.816], [3.840, -3.210, 0.255], [5.105, -2.025, 0.116], [4.884, -3.298, -1.163], [1.854, -3.256, -1.472], [3.149, -3.193, -2.711], [1.880, -1.912, -2.680], [5.000, -0.268, -1.525], [3.643, -0.005, -2.591], [4.794, -1.346, -2.916], [-2.116, -3.158, -1.545], [-0.877, -4.691, -2.372], [-0.100, -5.595, -1.690], [0.761, -6.363, -2.510], [0.581, -6.088, -3.839], [-0.578, -4.831, -4.078], [-0.132, -5.656, -0.631], [1.463, -7.081, -2.080], [1.108, -6.599, -4.639]],
  "nbo_charge": [0.40, -0.60, -0.25, -0.59, -0.07, -0.22, -0.24, -0.21, -0.02, -0.24, -0.61, -0.60, 0.22, -0.52, 0.12, 0.05, -0.26, -0.37, 0.17, -0.61, -0.08, -0.59, -0.61, -0.59, 0.20, 0.21, 0.19, 0.23, 0.19, 0.22, 0.20, 0.20, 0.19, 0.20, 0.19, 0.24, 0.20, 0.21, 0.23, 0.20, 0.20, 0.15, 0.20, 0.20, 0.21, 0.20, 0.19, 0.23, 0.20, 0.22, 0.20, 0.21, 0.19, -0.16, -0.46, -0.32, -0.27, -0.45, 0.43, 0.22, 0.21, 0.22]
}